(1)
{"formula": "C29H29N4S4Tc", "method": "the ωB97M-V functional and the def2-TZVPD basis", "elements": ["Tc", "C", "N", "C", "C", "N", "C", "C", "C", "C", "C", "C", "C", "S", "C", "C", "C", "C", "C", "C", "S", "H", "H", "H", "H", "H", "H", "H", "H", "H", "H", "H", "H", "H", "H", "H", "H", "H", "H", "S", "C", "N", "C", "C", "C", "C", "C", "C", "S", "H", "H", "H", "H", "C", "C", "C", "C", "N", "C", "C", "H", "H", "H", "H", "H", "H", "H"], "positions_angstrom": [[0.086, -1.087, -0.236], [-0.233, 2.689, 2.569], [-0.936, 2.183, 1.404], [-2.376, 1.942, 1.870], [-3.451, 1.524, 0.877], [-3.581, 0.134, 0.357], [-4.654, 0.234, -0.664], [-3.638, -1.020, 1.208], [-4.811, -1.790, 1.201], [-4.807, -3.090, 1.734], [-3.627, -3.642, 2.267], [-2.505, -2.833, 2.398], [-2.443, -1.576, 1.783], [-0.780, -0.960, 1.770], [-0.699, 2.904, 0.200], [-0.580, 4.301, 0.271], [-0.468, 5.081, -0.866], [-0.245, 4.474, -2.065], [-0.460, 3.097, -2.207], [-0.659, 2.275, -1.082], [-0.996, 0.480, -1.330], [-0.635, 3.599, 3.060], [0.846, 2.820, 2.293], [-0.169, 1.937, 3.330], [-2.603, 2.899, 2.397], [-2.350, 1.279, 2.725], [-3.386, 2.207, 0.026], [-4.408, 1.749, 1.346], [-5.627, 0.643, -0.316], [-4.822, -0.753, -1.051], [-4.257, 0.892, -1.448], [-5.673, -1.365, 0.696], [-5.744, -3.692, 1.691], [-3.565, -4.648, 2.656], [-1.703, -3.192, 3.036], [-0.482, 4.735, 1.284], [-0.487, 6.129, -0.779], [0.127, 4.995, -2.878], [-0.525, 2.605, -3.190], [-1.525, -2.743, -1.144], [-0.111, -3.447, -1.647], [0.992, -2.840, -1.170], [2.165, -3.480, -1.582], [3.464, -3.020, -1.434], [4.502, -3.759, -1.934], [4.287, -5.011, -2.544], [2.960, -5.457, -2.701], [1.892, -4.694, -2.247], [0.194, -4.988, -2.550], [3.683, -2.176, -0.750], [5.509, -3.316, -1.790], [5.168, -5.452, -3.004], [2.725, -6.349, -3.304], [5.114, 2.793, 0.150], [4.030, 1.724, 0.127], [3.380, 1.242, 1.307], [2.424, 0.201, 1.235], [1.994, -0.212, 0.037], [2.652, 0.165, -1.090], [3.643, 1.101, -1.072], [4.704, 3.737, -0.235], [5.943, 2.531, -0.504], [5.593, 2.926, 1.143], [3.663, 1.566, 2.289], [1.978, -0.272, 2.110], [2.196, -0.303, -2.001], [4.104, 1.372, -2.034]], "lowdin_spin": [2.295, 0.002, 0.012, 0.007, 0.002, 0.008, 0.001, 0.002, 0.002, -0.003, 0.003, 0.006, 0.044, 0.191, 0.012, 0.000, 0.009, 0.000, 0.013, 0.045, 0.163, 0.000, 0.000, 0.001, 0.001, 0.003, 0.001, 0.000, 0.000, 0.000, 0.001, 0.000, 0.000, 0.000, 0.002, 0.000, 0.001, 0.000, 0.001, 0.038, 0.014, 0.036, 0.007, 0.000, 0.001, 0.000, 0.001, 0.002, 0.008, 0.000, 0.000, 0.000, 0.000, 0.002, 0.011, -0.001, 0.018, 0.028, 0.011, -0.001, 0.001, 0.000, 0.000, 0.000, 0.001, 0.001, 0.000], "s_squared": 3.79, "molar_mass_g_mol": 659.85, "lumo_energy_ev": [-3.82, -4.38], "multiplicity": 4, "gap_ha": [0.219, 0.221], "charge": 1, "de_lowest_kcal_mol": 0.00}

=====

(2)
{"formula": "C29H29N5O3ReS2", "method": "the ωB97M-V functional and the def2-TZVPD basis", "elements": ["Re", "O", "C", "C", "C", "C", "C", "C", "C", "C", "N", "H", "H", "H", "H", "H", "H", "H", "H", "H", "H", "H", "N", "C", "C", "C", "C", "C", "C", "S", "O", "O", "N", "C", "S", "C", "C", "N", "H", "H", "H", "H", "H", "H", "H", "H", "C", "C", "C", "C", "C", "C", "N", "C", "C", "C", "C", "C", "C", "H", "H", "H", "H", "H", "H", "H", "H", "H", "H"], "positions_angstrom": [[-0.028, 0.201, 0.216], [0.816, -0.329, 2.076], [0.806, 0.530, 3.255], [1.870, 1.599, 3.149], [1.884, 2.291, 1.786], [0.596, 2.962, 1.397], [0.412, 4.301, 1.703], [-0.725, 4.968, 1.285], [-1.662, 4.273, 0.537], [-1.446, 2.937, 0.285], [-0.362, 2.267, 0.729], [1.729, -0.643, 1.882], [0.944, -0.114, 4.122], [-0.203, 0.942, 3.284], [2.856, 1.167, 3.331], [1.695, 2.321, 3.950], [2.190, 1.589, 1.005], [2.666, 3.051, 1.790], [1.190, 4.821, 2.246], [-0.865, 6.015, 1.516], [-2.553, 4.748, 0.154], [-2.158, 2.370, -0.294], [5.552, -3.502, -4.841], [4.794, -2.929, -3.890], [3.390, -2.863, -4.033], [2.618, -2.276, -3.064], [3.226, -1.750, -1.918], [4.616, -1.801, -1.759], [5.386, -2.386, -2.729], [2.292, -0.895, -0.773], [0.925, -1.524, -0.705], [2.966, -0.836, 0.503], [1.959, 0.627, -1.176], [0.994, 0.903, -2.113], [1.187, 1.540, -3.684], [-0.524, 1.580, -3.865], [-1.148, 1.129, -2.753], [-0.275, 0.746, -1.764], [5.139, -3.916, -5.657], [6.548, -3.577, -4.738], [2.922, -3.294, -4.909], [1.542, -2.251, -3.176], [5.078, -1.398, -0.868], [6.459, -2.441, -2.601], [-0.978, 1.940, -4.772], [-2.210, 1.053, -2.595], [-5.110, 1.916, 0.649], [-4.332, 1.854, 1.796], [-3.214, 1.034, 1.838], [-2.884, 0.287, 0.718], [-3.674, 0.309, -0.423], [-4.789, 1.137, -0.456], [-1.705, -0.547, 0.746], [-1.941, -1.859, 1.243], [-3.232, -2.248, 1.637], [-3.453, -3.514, 2.143], [-2.405, -4.416, 2.268], [-1.127, -4.042, 1.874], [-0.892, -2.780, 1.363], [-5.984, 2.554, 0.622], [-4.599, 2.439, 2.665], [-2.612, 0.966, 2.735], [-3.434, -0.340, -1.256], [-5.416, 1.159, -1.337], [-4.068, -1.571, 1.552], [-4.452, -3.799, 2.440], [-2.585, -5.405, 2.665], [-0.307, -4.742, 1.956], [0.106, -2.538, 1.041]], "lowdin_spin": [1.170, 0.033, 0.004, 0.002, 0.004, 0.015, -0.003, 0.018, -0.001, 0.013, 0.005, 0.001, 0.000, 0.001, 0.000, 0.000, 0.001, 0.000, 0.000, 0.001, 0.000, 0.000, 0.000, 0.000, 0.000, 0.000, 0.000, 0.000, 0.000, 0.003, 0.022, 0.001, 0.006, 0.023, 0.003, 0.009, 0.001, 0.006, 0.000, 0.000, 0.000, 0.000, 0.000, 0.000, 0.001, 0.000, 0.001, 0.000, -0.004, -0.004, -0.004, 0.000, -0.170, -0.009, -0.046, 0.003, -0.062, 0.004, -0.045, 0.000, 0.000, 0.000, 0.000, 0.000, -0.002, 0.001, -0.003, 0.001, 0.000], "s_squared": 0.95, "molar_mass_g_mol": 745.92, "lumo_energy_ev": [-7.18, -6.74], "multiplicity": 2, "gap_ha": [0.215, 0.231], "charge": 2, "de_lowest_kcal_mol": 5.75}